{
  "formula": "C42H30CaF15GeN4S2Te",
  "method": "ωB97M-V/def2-TZVPD",
  "e_tot_ev": -194681.9693,
  "spin_multiplicity": 1,
  "fmax_ev_per_a": 1.5,
  "total_charge": -1,
  "homo_lumo_gap_ev": 5.60,
  "elements": ["C", "C", "C", "C", "C", "C", "C", "H", "F", "H", "C", "C", "C", "Ca", "C", "C", "H", "H", "Te", "C", "C", "H", "C", "H", "H", "F", "H", "H", "F", "H", "H", "H", "F", "C", "H", "C", "S", "N", "C", "H", "H", "C", "H", "F", "N", "H", "C", "C", "F", "C", "H", "C", "C", "H", "H", "C", "H", "F", "C", "H", "C", "F", "C", "C", "F", "F", "F", "C", "H", "F", "C", "H", "C", "F", "N", "H", "H", "S", "F", "C", "C", "C", "C", "H", "Ge", "C", "H", "C", "C", "C", "F", "H", "C", "H", "C", "N"],
  "positions_angstrom": [[3.536647, -4.319761, -4.780042], [2.796993, -4.450216, -2.500334], [-0.506664, 3.167759, -3.123702], [3.379894, -0.146473, 3.924822], [0.511595, -4.232527, -0.040709], [2.482055, 6.206857, 2.448975], [-1.247573, -3.340476, -2.100262], [-3.288550, 3.922372, 0.715760], [-4.601407, -2.938313, -0.654892], [-2.235236, 1.879922, -5.741603], [-1.395057, 3.118622, -4.207950], [-2.946615, -4.132878, -3.654629], [1.697199, -3.023666, -3.987970], [1.445193, 2.310394, -0.849654], [-4.593376, -0.028149, 1.696582], [2.485880, -0.003005, 2.783132], [5.163306, -0.357889, 2.726479], [-5.514593, 3.551083, 2.764151], [-1.055393, 2.393600, 1.363927], [1.841515, 0.203476, 1.786120], [1.762031, -3.560680, -2.715990], [3.983326, -1.745910, 5.261385], [1.788083, 5.235709, 0.286925], [-6.536293, -0.580496, 2.396889], [-1.942413, 3.999505, -4.501954], [0.768764, -2.063124, -4.208118], [0.587377, 0.091920, -3.068813], [-0.756579, 6.094522, -3.541130], [0.237199, -7.875593, 0.120043], [5.476286, 0.265472, 4.346906], [4.753779, 1.314675, 3.113049], [2.797071, 1.767469, 4.769403], [-0.689257, -4.291135, -4.195789], [-1.554370, 1.935277, -4.904061], [-2.450940, 0.666335, -0.212096], [-1.068938, 5.628811, -2.606780], [3.050423, 4.092466, 0.339121], [1.828536, 6.268376, 1.166214], [-3.029526, 3.393394, 1.637217], [1.868002, 0.392460, 5.366487], [-1.911246, -0.173072, 1.239243], [-4.017407, 2.300456, 1.881872], [3.238876, 5.421647, 2.388546], [2.992156, -4.942616, -1.260080], [0.609993, 4.296854, -1.408864], [0.985883, 4.951522, 3.363286], [2.861775, 0.725365, 5.075345], [0.718993, -4.985249, 2.263587], [-1.972282, -2.499142, -0.045545], [4.785201, 0.299126, 3.505008], [3.521489, 0.649606, 5.940397], [-6.164707, 1.515479, 2.636685], [-5.832279, 0.226226, 2.256822], [-3.034515, 4.118415, 2.448855], [2.001337, 5.829055, 4.515242], [0.381915, -6.594793, 0.513720], [-7.133111, 1.718911, 3.072646], [0.115381, -5.859947, -1.696770], [0.696425, -3.978958, 1.306170], [1.036646, 6.894908, 1.101014], [-3.629810, -3.253721, -1.533422], [4.370413, -4.696329, -5.766355], [-2.359177, 0.747396, 0.874284], [3.678768, -4.840862, -3.500516], [-5.248915, -4.002045, -3.100886], [0.605458, -7.301286, 2.762533], [2.407272, -2.839550, -6.250776], [2.536824, -3.385521, -5.025774], [2.983049, 7.160780, 2.637322], [0.849764, -2.705570, 1.694469], [-0.282276, 4.372747, -2.345415], [2.363455, -1.935372, 4.568728], [-3.686186, 1.002058, 1.498811], [4.674736, -5.713364, -3.249426], [0.804734, 5.326723, -0.592156], [-2.135845, 5.423103, -2.666635], [3.780084, -2.251025, 3.575670], [0.786373, 0.251590, 0.483931], [-3.266185, -4.658063, -4.852614], [1.486137, 5.898056, 3.561525], [0.019885, 0.943718, -3.425979], [3.381009, -1.615076, 4.361532], [0.336110, -5.552678, -0.403960], [0.729316, 6.677747, 3.625048], [0.547882, -2.612931, -1.325645], [-0.827786, 0.817414, -4.515258], [-0.911710, -0.121132, -5.037690], [0.574062, -6.304804, 1.858045], [-3.961706, -3.799614, -2.768316], [-1.618241, -3.913681, -3.303969], [0.882836, -4.708075, 3.571591], [-4.325432, -1.032910, 1.407541], [-2.292777, -3.039982, -1.242874], [-0.882843, 6.323525, -1.788554], [-5.256999, 2.544346, 2.457912], [0.178824, 2.070412, -2.757012]],
  "forces_ev_per_angstrom": [[-0.0745, 0.0491, 0.0909], [-0.1427, 0.2301, -0.0573], [-0.4130, -0.5002, -0.7866], [0.0361, -0.0551, 0.2163], [0.1279, 0.2026, 0.2515], [0.1598, -0.0219, 0.2851], [-0.2680, 0.2556, -0.0902], [0.1297, 0.0231, 0.0176], [0.1370, -0.0486, -0.1505], [-0.0292, 0.0195, -0.0423], [0.2799, 0.2008, 0.3998], [-0.0302, 0.0217, 0.0157], [0.2962, -0.2388, 0.3048], [1.1360, -0.7345, 0.7353], [-0.0782, -0.0648, 0.0102], [0.2181, 0.3439, -0.2478], [0.0572, -0.0472, -0.1300], [0.0008, 0.0414, 0.0045], [-1.0578, 0.2179, 0.2319], [-0.1947, -0.1613, 0.0985], [0.2436, 0.2183, -0.2015], [0.0693, -0.0230, 0.0725], [0.1372, 0.2977, -0.2053], [-0.0581, -0.0841, 0.0266], [-0.0336, 0.0990, 0.0289], [0.0034, 0.1116, -0.4495], [-0.0170, -0.1095, -0.0105], [0.0071, 0.0413, -0.1009], [0.0123, 0.2095, 0.1173], [0.0464, -0.0119, 0.1344], [0.0308, 0.0617, -0.0026], [0.0053, 0.0918, -0.0273], [-0.1362, -0.1478, -0.1961], [0.2368, -0.3071, 0.1323], [0.1165, 0.0351, 0.0406], [0.1365, -0.1881, 0.2202], [0.5772, -0.4906, 0.0556], [-0.2810, 0.1243, -0.1618], [0.4196, 0.1348, -0.2907], [-0.1015, 0.0203, 0.0501], [0.0813, 0.0571, -0.0359], [0.0022, -0.1047, 0.0377], [-0.0611, 0.2419, 0.0728], [0.2669, -0.1925, -0.2056], [-0.3238, 0.5098, -0.7887], [-0.0170, -0.0955, 0.0193], [0.0530, -0.0635, -0.0212], [0.0446, 0.0525, 0.0823], [-0.4353, 0.0531, 0.1009], [-0.0627, -0.0124, 0.0668], [0.0729, -0.0075, 0.0726], [-0.1260, 0.0672, 0.0619], [-0.0289, -0.0716, -0.0211], [0.1583, 0.0173, 0.0504], [0.0003, 0.0020, 0.1798], [-0.0614, 0.0288, -0.1314], [-0.0511, 0.0145, 0.0538], [0.1296, -0.3017, 0.1521], [-0.1101, -0.2855, -0.2834], [-0.0001, -0.1443, -0.1045], [-0.0564, -0.0216, -0.0212], [-0.1452, 0.0857, 0.1996], [0.2781, -0.1414, -0.1655], [0.0549, -0.0974, -0.0306], [0.2314, 0.0221, 0.0707], [-0.0048, 0.2387, -0.1826], [0.0660, -0.1091, 0.1335], [-0.0421, 0.0487, -0.0291], [0.0358, -0.0537, 0.0192], [0.0553, -0.1278, 0.4117], [0.1101, 1.1779, 0.6339], [-0.0891, -0.0943, 0.0513], [-0.0805, 0.2243, 0.0916], [-0.1923, 0.1469, -0.0678], [-0.7909, 1.1135, 0.1358], [-0.0967, -0.0413, -0.0318], [0.0348, -0.0722, -0.0937], [-0.0877, -0.8845, 0.3209], [0.0233, 0.0233, 0.1573], [0.1584, -0.0170, -0.1887], [-0.0552, -0.5929, -0.3115], [0.0766, 0.0855, 0.0777], [-0.0580, 0.0536, 0.1936], [-0.0981, 0.0818, 0.0747], [-0.0212, -0.9002, -0.4232], [-0.1527, 0.2169, -0.0812], [0.0123, -0.1351, 0.0295], [-0.0253, -0.0025, -0.0557], [0.1485, 0.0390, 0.0727], [-0.1927, 0.1699, 0.2780], [-0.0046, -0.0488, -0.2008], [0.0405, -0.1541, -0.0658], [0.0819, -0.0775, -0.2120], [-0.0277, -0.0505, -0.1225], [-0.0839, 0.0471, 0.0386], [-0.3396, 0.2643, -0.4551]]
}